(1)
C6H12P | the ωB97M-V functional and the def2-TZVPD basis

Output
lowest unoccupied orbital energy	-0.1261	Ha

Geometry as ORCA input:
```
! RIJCOSX wB97M-V def2-TZVPD def2/J DEFGRID3
* xyz 1 1
C -0.0029 -0.4112 -1.5357
C -0.5201 -0.4498 -0.3013
C -2.8638 0.4370 -0.4343
C 1.8181 1.5125 0.3474
C 2.2474 -1.4604 0.6224
C -1.8494 -0.3476 0.4092
P 1.2435 -0.1833 -0.1647
H 0.2160 -0.4704 -2.6447
H -2.5253 1.3416 -0.9200
H -3.5692 0.7296 0.3540
H -3.3168 -0.0840 -1.3160
H 2.7911 1.7640 -0.0382
H 1.9019 1.4276 1.5027
H 1.0645 2.2853 -0.1600
H 3.1062 -1.6720 0.0371
H 1.6331 -2.2942 0.9778
H 2.5951 -1.0225 1.5349
H -2.2600 -1.3224 0.3508
H -1.7096 0.2203 1.3784
*
```

(2)
C2H3IrO2 | the ωB97M-V functional and the def2-TZVPD basis

Output
lowest unoccupied orbital energy (spin up / spin down)	-0.4567 / -0.5278	Ha

Geometry as ORCA input:
```
! RIJCOSX wB97M-V def2-TZVPD def2/J DEFGRID3
* xyz 2 5
H 1.7966 0.5149 -0.6520
C 0.7208 0.6658 -0.5804
C -0.1336 1.4580 -0.1097
H -0.1813 2.4884 0.2292
O 0.5085 -1.4493 0.0553
O -0.8948 -1.7568 0.2739
H -1.2949 -1.7631 -0.6060
Ir -0.5213 -0.1580 1.3897
*
```

(3)
H2N4O5 | the ωB97M-V functional and the def2-TZVPD basis

Output
lowest unoccupied orbital energy (spin up / spin down)	0.0204 / -0.1001	Ha

Geometry as ORCA input:
```
! RIJCOSX wB97M-V def2-TZVPD def2/J DEFGRID3
* xyz 0 3
N -3.5979 0.3052 0.7005
N 0.8686 -0.0881 -0.1198
N -3.1415 -0.6942 0.4092
N -0.2090 0.2523 -0.6482
O -3.2724 -1.8279 0.1315
O -0.1039 1.3381 -1.3800
O -3.3581 1.3931 1.0367
O 0.7807 -1.2020 0.6415
O -1.3201 -0.2947 -0.5844
H -0.9276 1.8459 -1.4497
H -0.2063 -1.4434 0.5001
*
```

(4)
ClH2O2PS2 | the ωB97M-V functional and the def2-TZVPD basis

Output
lowest unoccupied orbital energy	-0.0306	Ha
structure (SMILES)	O=S(=O)(Cl)SP

Geometry as ORCA input:
```
! RIJCOSX wB97M-V def2-TZVPD def2/J DEFGRID3
* xyz 0 1
O 2.7294 1.6307 -0.4203
O 4.3278 0.8713 1.3042
P 0.2063 -0.0306 -0.2412
S 1.6278 -0.3680 1.3025
S 3.2987 0.5826 0.3545
Cl 4.1450 -0.6805 -0.9543
H -0.7156 -0.1942 0.6039
H 0.0998 -1.3703 -0.4947
*
```

(5)
C74H158N8O10 | the ωB97M-V functional and the def2-TZVPD basis

Output
lowest unoccupied orbital energy	0.0132	Ha
structure (SMILES)	CC1(C)CCCC(C)(C)N1O.CC1(C)CCCC(C)(C)N1O.CC1(C)CCCC(C)(C)N1O.CC1(C)CCCC(C)(C)N1O.CC1(C)CCCC(C)(C)N1O.CC1(C)CCCC(C)(C)N1O.CC1(C)CCCC(C)(C)N1O.CC1(C)CCCC(C)(C)N1O.OCCO

Geometry as ORCA input:
```
! RIJCOSX wB97M-V def2-TZVPD def2/J DEFGRID3
* xyz 0 1
C 9.6619 25.1603 11.9171
C 9.9885 24.0407 12.9132
C 9.8746 24.5903 14.3285
C 9.8446 23.5365 15.4280
C 8.6810 22.5557 15.2472
C 8.6037 21.9778 13.8193
N 8.9384 23.0114 12.7748
O 8.7059 22.6131 11.4667
C 9.6704 20.8973 13.6374
C 7.1729 21.4787 13.5531
C 11.4332 23.4914 12.6924
H 10.3697 25.9924 11.9025
H 8.6598 25.5229 12.1492
H 9.6698 24.8821 10.8614
H 10.6737 25.3044 14.5523
H 9.0060 25.2506 14.4211
H 9.7608 24.0236 16.4015
H 10.7728 22.9646 15.4879
H 7.7180 22.9838 15.5226
H 8.9668 21.7318 15.9049
H 9.4237 19.9640 14.1483
H 9.6975 20.6313 12.5782
H 10.6418 21.2580 13.9610
H 7.0626 21.2568 12.4909
H 6.9617 20.5530 14.0941
H 6.3590 22.1423 13.8495
H 11.8009 22.9137 13.5369
H 12.1504 24.2455 12.3750
H 11.2771 22.7684 11.8866
H 7.7465 22.6455 11.3873
C 8.9744 15.8342 9.9971
C 8.9171 17.2784 10.5444
C 9.2692 17.2511 12.0318
C 10.7046 16.8887 12.2489
C 11.5314 18.0536 11.6761
C 11.2973 18.2441 10.1334
N 9.8311 18.2096 9.8727
O 9.5248 18.2611 8.5020
C 11.8350 19.6325 9.8120
C 12.0894 17.1870 9.3472
C 7.4743 17.7872 10.4269
H 8.3523 15.1207 10.5442
H 9.9532 15.3596 9.9598
H 8.5453 15.8632 8.9924
H 9.0881 18.2787 12.3631
H 8.6058 16.6048 12.6092
H 11.0774 15.9900 11.7584
H 10.8769 16.9234 13.3278
H 12.5755 17.7940 11.8629
H 11.2746 18.9921 12.1654
H 12.9156 19.6081 9.9457
H 11.5480 20.0116 8.8289
H 11.3680 20.3693 10.4706
H 13.1615 17.2649 9.5399
H 11.7398 16.1852 9.5964
H 12.0402 17.2320 8.2572
H 6.8019 17.0084 10.8036
H 7.0721 17.7979 9.4105
H 7.3001 18.7134 10.9711
H 9.1922 19.1611 8.4186
C 9.1077 11.6459 10.8686
C 8.6392 11.4150 12.3386
C 8.8267 9.8905 12.6758
C 10.2951 9.5091 12.8208
C 10.9273 10.3327 13.9206
C 10.8361 11.8443 13.6948
N 9.4146 12.1808 13.3544
O 9.3305 13.5839 13.1272
C 11.2626 12.5109 15.0356
C 11.9165 12.2300 12.6323
C 7.1533 11.7655 12.4525
H 8.2794 11.4988 10.1767
H 9.8597 10.9277 10.5374
H 9.5406 12.6439 10.7923
H 8.3198 9.6297 13.6055
H 8.4544 9.2598 11.8655
H 10.9113 9.5559 11.9196
H 10.3433 8.4394 13.0440
H 11.9788 10.0505 13.8101
H 10.5674 10.0792 14.9180
H 12.2488 12.2325 15.3986
H 11.2053 13.5915 14.9010
H 10.4762 12.2162 15.7326
H 11.8125 11.6849 11.6940
H 11.8775 13.2868 12.3438
H 12.9057 12.1248 13.0738
H 6.5614 11.1100 11.8145
H 6.9972 12.8193 12.2216
H 6.7899 11.5904 13.4677
H 10.0194 13.7005 12.4545
C 13.8498 15.5244 22.1613
C 12.6539 14.8050 21.5993
C 12.0166 15.5827 20.4675
C 12.7688 15.3779 19.1285
C 12.8560 13.9198 18.7752
C 13.5409 13.0722 19.8818
N 12.9015 13.4138 21.1753
O 13.3423 12.6566 22.2617
C 13.2615 11.6045 19.5295
C 15.0936 13.1978 19.8875
C 11.5778 14.7621 22.7365
H 14.6298 15.5597 21.3880
H 14.3798 14.9707 22.9390
H 13.7868 16.5741 22.4467
H 10.9772 15.2834 20.3235
H 12.0447 16.6538 20.6737
H 13.7175 15.9203 19.1081
H 12.2194 15.9570 18.3788
H 13.4610 13.8469 17.8663
H 11.8907 13.4789 18.5226
H 13.7696 11.2133 18.6487
H 13.5449 10.9319 20.3431
H 12.1927 11.4568 19.3510
H 15.5576 12.7224 19.0247
H 15.3506 14.2516 19.7398
H 15.4708 12.8844 20.8586
H 11.3844 15.7947 23.0354
H 11.8813 14.1402 23.5748
H 10.6100 14.4341 22.3517
H 12.8336 11.8396 22.2260
C 4.4464 21.8010 16.8120
C 4.3305 21.1707 18.2048
C 2.8834 21.4799 18.6479
C 2.4639 20.6204 19.8514
C 2.7388 19.1124 19.6279
C 4.2397 18.8752 19.3115
N 4.6036 19.7207 18.1536
O 5.9331 19.5239 17.7370
C 5.1010 19.0523 20.5574
C 4.2966 17.4067 18.7379
C 5.3124 21.8880 19.1701
H 4.1678 22.8509 16.7640
H 3.8768 21.1779 16.1207
H 5.4706 21.7145 16.4369
H 2.8364 22.5187 18.9718
H 2.1808 21.2476 17.8479
H 1.3756 20.5849 19.9585
H 2.8505 20.9066 20.8299
H 2.0241 18.7233 18.9006
H 2.4663 18.6082 20.5582
H 4.9286 18.2986 21.3262
H 6.1455 19.0001 20.2396
H 4.9902 20.0299 21.0245
H 3.7797 17.3541 17.7816
H 5.3443 17.1208 18.6709
H 3.6999 16.7736 19.3979
H 5.6911 22.8012 18.7023
H 6.2764 21.3937 19.3137
H 4.9193 22.0956 20.1645
H 5.8931 18.8554 17.0371
C 4.9902 10.8791 17.7672
C 4.7160 10.0826 19.0394
C 3.7663 11.0132 19.8370
C 3.1043 10.2598 20.9960
C 2.3361 9.0339 20.5144
C 3.2491 8.0516 19.7038
N 4.0339 8.8078 18.6985
O 4.8917 7.8967 18.0437
C 4.1415 7.2292 20.6332
C 2.1954 7.1791 19.0094
C 5.9378 9.9170 19.9309
H 4.0465 11.0358 17.2430
H 5.6237 10.3667 17.0355
H 5.4904 11.8161 18.0099
H 4.2861 11.8417 20.3173
H 2.9845 11.3427 19.1503
H 2.2723 10.8793 21.3494
H 3.7759 10.0946 21.8370
H 1.5309 9.3780 19.8678
H 1.9479 8.6071 21.4401
H 3.5810 6.7822 21.4575
H 4.7755 6.5039 20.1262
H 4.8410 7.8421 21.2080
H 1.5934 6.5338 19.6488
H 1.4191 7.7056 18.4465
H 2.6972 6.6365 18.2018
H 6.6731 10.7128 19.7762
H 6.5287 9.0244 19.7043
H 5.7821 9.8764 21.0083
H 4.7668 8.1746 17.1298
C 4.9298 12.5043 23.2907
C 4.5418 13.9726 23.2148
C 4.0064 14.4090 24.6324
C 5.1758 14.6499 25.5939
C 6.1700 15.6573 24.9602
C 6.6870 15.2938 23.6016
N 5.6481 14.7778 22.7074
O 6.1792 14.3365 21.4937
C 7.2418 16.6040 23.0017
C 7.8555 14.2743 23.8418
C 3.3528 14.1872 22.2696
H 5.1935 11.9941 22.3605
H 4.0894 11.9103 23.6571
H 5.8325 12.3459 23.8800
H 3.4424 15.3420 24.6242
H 3.4438 13.5817 25.0643
H 5.7878 13.7469 25.6759
H 4.8842 14.9890 26.5863
H 6.9733 15.6965 25.6973
H 5.6615 16.6266 24.9992
H 7.7408 16.4256 22.0444
H 6.4850 17.3085 22.6435
H 7.8512 17.1882 23.6904
H 8.7452 14.7964 24.1948
H 7.6199 13.3309 24.3238
H 8.1870 14.0196 22.8275
H 2.9361 15.1872 22.3923
H 2.5340 13.4976 22.4832
H 3.6880 14.0385 21.2417
H 5.6489 14.8202 20.8496
C 8.7298 18.0392 15.9400
C 8.6911 16.6795 16.6826
C 8.5681 16.8946 18.1983
C 8.2720 15.6134 18.9014
C 7.0157 14.9029 18.3922
C 6.9556 14.7062 16.8547
N 7.5172 15.9289 16.2184
O 7.4128 15.8413 14.8010
C 7.7736 13.4435 16.4716
C 5.4938 14.5366 16.4231
C 9.9409 15.8293 16.3791
H 7.7403 18.4744 15.8094
H 9.1852 17.8500 14.9679
H 9.3566 18.7201 16.5170
H 9.4239 17.4471 18.5909
H 7.7688 17.6451 18.2234
H 8.0900 15.8834 19.9461
H 9.1160 14.9239 18.9468
H 6.1108 15.3531 18.7958
H 7.0997 13.8986 18.8168
H 8.1830 13.5331 15.4613
H 8.6540 13.4076 17.1123
H 7.2093 12.5125 16.4823
H 4.9053 15.4420 16.5685
H 5.4615 14.2606 15.3664
H 4.9805 13.7021 16.9054
H 10.0209 15.4177 15.3696
H 9.9482 14.9121 16.9700
H 10.8852 16.3150 16.6391
H 7.9389 15.0355 14.6702
C 3.2047 18.9031 14.7374
C 4.2051 17.7630 14.5058
O 5.4812 18.1967 14.9431
O 2.7564 18.8829 16.0705
H 2.3075 18.7591 14.1393
H 3.7630 19.8163 14.5115
H 4.3285 17.3039 13.5220
H 3.8017 17.0000 15.1831
H 6.0868 17.4605 15.0932
H 3.4469 19.0170 16.7453
*
```

(6)
C5H8N | the ωB97M-V functional and the def2-TZVPD basis

Output
lowest unoccupied orbital energy (spin up / spin down)	-0.0964 / -0.3667	Ha

Geometry as ORCA input:
```
! RIJCOSX wB97M-V def2-TZVPD def2/J DEFGRID3
* xyz 1 3
C 0.6159 -2.0089 2.6964
C 0.1280 1.8276 -0.6009
C 0.7354 0.9024 -1.7060
C -0.2976 0.4535 -0.7689
C -1.0280 -0.6599 -0.1970
N 0.4189 -1.1932 1.9199
H 0.6729 -2.7102 3.4774
H 0.6014 2.2838 0.2396
H -0.5076 2.7833 -0.8532
H 0.5908 1.1649 -2.6866
H 1.6407 0.3192 -1.4305
H -1.6285 -0.4898 0.7622
H -0.3593 -1.5021 0.0794
H -1.5831 -1.1707 -0.9317
*
```

Table of largest force on an atom (eV/A), in record order: 2.86 3.09 11.41 4.89 2.86 6.42
Table of E_tot (Eh), in record order: -576.8198 -331.6151 -595.9439 -1749.5519 -4104.3758 -249.5153